# 1
70
Properties=species:S:1:pos:R:3:forces:R:3:lowdin_charge:R:1 method="wB97M-V/def2-TZVPD" smiles="COc1ccc([C@H](c2cc(-c3ccccc3)c([O-])c(-c3ccccc3)c2)C2(OC)S(=O)(=O)c3ccccc3S2(=O)=O)cc1" total_charge=-1 homo_lumo_gap_ha=0.1939
C 6.678 0.634 -1.891 -0.4596 -0.7942 -0.0220 -0.07
O 5.974 -0.628 -1.985 0.5666 0.7134 0.0047 -0.10
C 4.727 -0.711 -1.451 -1.1052 0.2151 0.4291 -0.27
C 3.995 -1.895 -1.722 0.5332 0.5585 -0.0478 0.00
C 2.691 -2.010 -1.300 -0.4022 0.4069 0.3605 -0.03
C 2.088 -0.997 -0.526 0.0073 -0.0659 -0.1205 -0.20
C 0.627 -1.134 -0.095 -0.0456 -0.1311 -1.2397 -0.22
C -0.332 -0.160 -0.776 -0.0434 -0.3573 -0.5604 -0.18
C -1.672 -0.542 -0.920 0.0788 0.0674 -0.0141 -0.02
C -2.637 0.292 -1.451 0.7952 1.0650 -0.2437 -0.09
C -4.041 -0.130 -1.542 -0.4669 -0.4802 -0.0096 -0.15
C -4.526 -1.172 -0.713 -0.1782 0.2368 -0.2136 -0.04
C -5.830 -1.653 -0.843 0.2368 0.2639 -0.1506 -0.11
C -6.696 -1.093 -1.789 -0.0243 0.0960 -0.1066 -0.13
C -6.251 -0.032 -2.586 0.1555 -0.4278 0.4677 -0.10
C -4.947 0.440 -2.459 -0.2099 0.0158 -0.1286 -0.03
C -2.212 1.610 -1.972 0.2516 -0.3597 0.2099 -0.30
O -2.997 2.317 -2.643 -0.1679 0.2275 0.1084 -0.08
C -0.823 2.044 -1.702 -0.9307 -0.7817 -0.1808 -0.09
C -0.416 3.433 -1.956 0.5190 0.5949 -0.2097 -0.15
C 0.774 3.961 -1.386 -0.4473 0.3178 -0.2004 -0.04
C 1.133 5.302 -1.569 -0.3227 -0.3358 -0.1444 -0.12
C 0.322 6.158 -2.327 -0.0284 0.0353 -0.0331 -0.13
C -0.846 5.661 -2.916 0.6851 -0.2181 0.4626 -0.10
C -1.187 4.320 -2.741 -0.2013 0.2723 -0.1498 -0.03
C 0.068 1.099 -1.220 -0.1118 0.0771 0.4237 0.00
C 0.486 -0.952 1.396 -0.3178 0.5372 1.0902 -0.44
O 0.584 0.403 1.658 -0.1183 -0.3331 0.8929 -0.15
C 0.107 1.066 2.869 -0.0853 -0.4304 -0.4564 -0.01
S 1.825 -2.027 2.185 -0.1382 0.0689 0.0530 0.77
O 2.087 -3.136 1.290 0.0853 0.4848 0.6991 -0.26
O 2.879 -1.197 2.719 -0.3193 -0.4099 -0.1434 -0.27
C 0.906 -2.754 3.521 -0.0117 -0.3112 -0.3233 -0.27
C 1.554 -3.597 4.415 -0.1723 0.0948 0.2239 -0.04
C 0.789 -4.308 5.336 0.0887 0.2131 -0.2063 -0.06
C -0.606 -4.180 5.330 -0.1844 0.1336 -0.1816 -0.06
C -1.249 -3.375 4.382 0.1885 0.0781 -0.0554 -0.03
C -0.474 -2.673 3.456 0.3247 0.0641 0.1731 -0.24
S -1.134 -1.789 2.033 -0.9555 -0.3605 -0.4567 0.80
O -2.147 -0.843 2.478 1.0392 -0.7106 -0.2960 -0.29
O -1.517 -2.822 1.077 0.4969 0.6525 1.1029 -0.29
C 2.844 0.116 -0.177 -0.1185 -0.1766 -0.2265 -0.05
C 4.130 0.302 -0.673 0.6513 -0.6902 -0.5032 0.00
H 7.597 0.454 -2.448 -0.0449 0.1718 0.0961 0.08
H 6.104 1.448 -2.360 0.1034 -0.2514 0.1645 0.10
H 6.914 0.888 -0.846 -0.1123 -0.0833 -0.2776 0.09
H 4.468 -2.700 -2.279 -0.0168 0.2201 0.0233 0.11
H 2.113 -2.908 -1.526 0.2114 0.2470 0.0344 0.12
H 0.313 -2.156 -0.333 0.0772 0.1532 0.0789 0.14
H -1.952 -1.553 -0.639 0.0412 0.2164 -0.0895 0.09
H -3.875 -1.589 0.058 -0.2114 0.0674 -0.2295 0.09
H -6.163 -2.463 -0.194 0.0098 0.1707 -0.1508 0.09
H -7.712 -1.475 -1.906 0.2327 0.0749 0.0864 0.08
H -6.913 0.433 -3.317 0.0846 -0.1405 0.1710 0.09
H -4.618 1.276 -3.067 0.0023 -0.3364 0.1730 0.09
H 1.392 3.317 -0.759 -0.1072 0.2420 -0.1336 0.09
H 2.044 5.678 -1.101 -0.2123 -0.0517 -0.1272 0.09
H 0.593 7.209 -2.459 -0.0153 -0.3123 0.0843 0.08
H -1.496 6.310 -3.507 0.2181 -0.1797 0.1509 0.09
H -2.099 3.957 -3.199 0.2912 -0.0629 0.1718 0.09
H 1.123 1.345 -1.165 -0.1830 0.0895 0.0068 0.09
H 0.410 2.114 2.765 0.1020 -0.3877 -0.0596 0.10
H -0.990 1.021 2.897 0.4763 -0.0375 0.1238 0.08
H 0.565 0.625 3.763 -0.1228 0.0733 -0.1360 0.09
H 2.637 -3.683 4.352 -0.1788 -0.0388 0.1783 0.13
H 1.289 -4.964 6.048 -0.2249 0.1466 -0.1455 0.11
H -1.203 -4.733 6.058 0.1862 0.1971 -0.2652 0.11
H -2.331 -3.286 4.332 0.1242 -0.1100 0.1137 0.12
H 2.404 0.856 0.482 0.1823 -0.0069 -0.1826 0.12
H 4.660 1.227 -0.466 -0.0501 -0.1870 0.0624 0.10


# 2
75
Properties=species:S:1:pos:R:3:forces:R:3:lowdin_charge:R:1 method="wB97M-V/def2-TZVPD" multiplicity=4 de_lowest_kcal_mol=9.4 total_charge=-2 homo_lumo_gap_ha="0.2391 / 0.2403"
Cr 0.656 0.798 -0.988 -0.0189 -0.5364 -0.3359 0.38
C 3.641 2.200 -0.376 -0.0235 -0.0084 -0.0349 -0.03
C 2.250 2.689 -0.146 -0.0011 0.0757 0.0872 -0.32
N 1.527 2.101 0.757 0.0789 0.1828 0.0506 0.01
N 0.496 2.878 1.290 0.0204 0.0014 -0.0338 -0.06
C -0.655 2.324 1.363 -0.1102 0.0364 -0.1782 -1.07
S -1.141 0.846 0.630 0.2046 -0.0304 0.2128 0.58
S -1.913 3.338 2.159 0.0320 0.0107 0.0886 0.83
C -2.224 4.481 0.763 -0.0245 -0.0153 -0.0424 -0.42
C -3.279 4.005 -0.193 -0.1033 -0.0007 -0.0284 -0.28
C -4.610 4.381 -0.026 0.0116 0.0229 0.0163 -0.07
C -5.593 3.922 -0.893 0.0002 0.0037 -0.0006 -0.12
C -5.252 3.077 -1.940 0.0182 0.0040 0.0024 -0.12
C -3.926 2.698 -2.112 -0.0560 0.0481 0.0169 -0.06
C -2.943 3.159 -1.248 -0.1790 0.0160 0.0752 -0.04
C 1.738 3.849 -0.904 -0.0623 -0.0256 -0.0210 -0.12
C 2.423 5.052 -0.991 -0.0078 -0.0035 0.0064 -0.05
C 1.904 6.126 -1.699 -0.0593 -0.0214 -0.0213 -0.13
C 0.683 5.964 -2.351 0.0410 0.0265 0.0289 -0.11
C 0.003 4.761 -2.311 -0.0074 -0.0392 -0.0337 -0.02
C 0.513 3.656 -1.599 0.1420 0.1251 -0.0481 -0.35
O -0.134 2.523 -1.593 0.5325 -0.1687 -0.0172 -0.25
H 4.317 2.925 0.094 0.0055 -0.0009 -0.0040 0.09
H 3.786 1.229 0.092 0.0019 -0.0002 -0.0051 0.08
H 3.883 2.134 -1.434 0.0004 -0.0020 0.0091 0.07
H -2.509 5.435 1.211 -0.0291 -0.0255 0.0453 0.07
H -1.267 4.620 0.261 0.0323 0.0331 0.0100 0.07
H -4.877 5.035 0.797 -0.0143 0.0102 0.0109 0.10
H -6.624 4.222 -0.747 -0.0079 0.0027 0.0025 0.09
H -6.016 2.711 -2.616 -0.0146 -0.0026 -0.0017 0.09
H -3.650 2.028 -2.917 0.0110 -0.0188 -0.0025 0.11
H -1.911 2.847 -1.378 -0.2706 0.0319 -0.0171 0.06
H 3.370 5.153 -0.471 0.0005 -0.0041 -0.0003 0.11
H 2.437 7.068 -1.743 0.0004 0.0015 -0.0018 0.08
H 0.259 6.792 -2.909 -0.0015 -0.0044 -0.0022 0.09
H -0.935 4.629 -2.837 0.0182 0.0198 -0.0102 0.11
S -0.773 -0.772 -2.064 -0.2028 0.2139 0.1723 0.64
C -0.472 -2.474 -1.720 0.1085 -0.0781 -0.2503 -0.63
C -0.816 -3.305 -2.808 0.0104 0.0153 0.0007 -0.15
C -0.713 -4.678 -2.760 -0.0116 0.0118 0.0188 -0.11
C -0.239 -5.295 -1.607 -0.0122 0.0343 -0.0082 -0.12
C 0.115 -4.498 -0.537 0.0145 0.0005 0.0019 -0.14
C 0.006 -3.103 -0.560 0.0202 -0.0700 0.0782 -0.38
As 0.515 -2.147 1.083 0.0029 -0.0099 -0.1416 1.35
C 2.054 -3.296 1.553 0.0116 0.0200 0.0169 -0.36
C 3.262 -2.985 0.926 0.0332 -0.0080 0.0005 -0.09
C 4.413 -3.704 1.213 -0.0137 -0.0280 0.0231 -0.09
C 4.383 -4.735 2.144 -0.0148 0.0035 0.0001 -0.12
C 3.191 -5.044 2.782 0.0111 0.0055 -0.0105 -0.11
C 2.034 -4.330 2.486 -0.0212 -0.0075 -0.0087 -0.13
C -0.804 -2.976 2.294 -0.0002 0.0198 0.0007 -0.38
C -0.674 -2.695 3.655 -0.0292 -0.0076 0.0332 -0.14
C -1.602 -3.155 4.577 0.0139 0.0060 -0.0224 -0.11
C -2.700 -3.891 4.148 0.0064 0.0056 -0.0085 -0.12
C -2.856 -4.156 2.796 0.0109 0.0108 0.0069 -0.10
C -1.915 -3.703 1.877 -0.0270 0.0002 0.0069 -0.09
H -1.149 -2.821 -3.717 0.0060 0.0012 -0.0009 0.09
H -0.983 -5.265 -3.631 -0.0006 -0.0011 0.0020 0.09
H -0.138 -6.372 -1.546 0.0050 0.0004 -0.0045 0.09
H 0.486 -4.976 0.363 0.0239 0.0065 0.0114 0.09
H 3.288 -2.174 0.208 0.0148 -0.0313 0.0335 0.08
H 5.338 -3.452 0.708 -0.0023 0.0050 -0.0079 0.10
H 5.285 -5.293 2.371 0.0014 -0.0054 0.0024 0.09
H 3.154 -5.848 3.509 -0.0027 -0.0023 0.0023 0.09
H 1.108 -4.589 2.985 0.0111 -0.0056 0.0055 0.09
H 0.165 -2.098 3.996 0.0002 -0.0025 -0.0020 0.10
H -1.478 -2.925 5.629 0.0007 -0.0027 0.0023 0.09
H -3.436 -4.242 4.863 0.0004 -0.0035 0.0020 0.09
H -3.719 -4.713 2.448 -0.0007 -0.0030 -0.0003 0.09
H -2.053 -3.913 0.824 0.0003 -0.0031 0.0034 0.10
O 2.322 -1.672 -3.359 0.0051 0.0630 0.0478 -0.45
Se 2.723 -0.467 -2.372 0.0455 0.0792 0.0303 0.79
O 1.844 0.950 -2.624 0.1126 0.0037 0.0022 -0.52
O 2.096 -0.665 -0.803 -0.2225 0.0544 0.0996 -0.62
O 4.312 -0.179 -2.321 -0.0695 -0.0359 0.0386 -0.47


# 3
79
Properties=species:S:1:pos:R:3:forces:R:3:lowdin_charge:R:1 method="wB97M-V/def2-TZVPD" de_lowest_kcal_mol=6.0 total_charge=-1 homo_lumo_gap_ha=0.2617
Sc 0.231 1.543 0.877 -0.1106 -0.0988 -0.0372 0.84
C 3.156 2.285 -2.688 -0.0058 -0.0092 -0.0129 -0.03
C 2.406 1.787 -1.492 0.0214 0.0488 -0.0341 -0.25
N 1.598 2.509 -0.799 0.0100 -0.0091 0.0195 -0.03
N 1.428 3.798 -1.206 -0.0159 0.0309 -0.0542 -0.03
C 0.880 4.569 -0.293 0.0046 -0.0112 0.0480 -0.91
N 0.690 5.864 -0.681 0.0006 0.0193 0.0094 0.06
S 0.435 4.157 1.316 -0.0114 -0.0492 -0.0508 0.64
C 2.614 0.398 -1.036 0.0127 0.0053 0.0494 -0.22
C 3.568 -0.433 -1.616 0.0216 0.0110 -0.0131 -0.02
C 3.724 -1.719 -1.124 -0.0359 -0.0353 -0.0197 -0.06
C 2.910 -2.149 -0.092 0.0013 0.0103 -0.0179 -0.04
C 1.987 -1.255 0.435 0.0094 0.0296 -0.0036 -0.08
N 1.859 -0.011 -0.012 -0.0482 -0.0453 -0.0165 0.07
H 2.853 3.302 -2.911 0.0030 0.0016 0.0007 0.06
H 2.959 1.649 -3.554 0.0257 -0.0023 0.0202 0.07
H 4.232 2.265 -2.502 0.0059 0.0073 0.0035 0.09
H 0.728 6.037 -1.672 -0.0062 -0.0034 -0.0019 0.09
H 0.029 6.393 -0.140 0.0022 0.0030 -0.0013 0.07
H 4.180 -0.078 -2.433 -0.0053 0.0052 0.0037 0.11
H 4.465 -2.380 -1.555 -0.0002 0.0020 0.0018 0.11
H 2.983 -3.147 0.315 -0.0024 -0.0030 -0.0001 0.11
H 1.335 -1.540 1.249 -0.0210 -0.0065 -0.0032 0.10
Cl -1.899 1.077 3.956 -0.0069 0.0023 0.0002 0.72
C -2.755 1.724 2.584 0.0010 0.0173 -0.0224 -0.68
C -2.033 2.035 1.438 0.0045 0.0240 -0.0005 -0.26
C -2.785 2.620 0.426 0.0181 -0.0061 0.0216 -0.69
Cl -1.959 3.131 -1.035 -0.0292 -0.0014 0.0103 0.70
C -4.158 2.838 0.493 0.0019 -0.0040 -0.0076 -0.72
Cl -5.025 3.547 -0.826 -0.0058 -0.0009 -0.0021 0.65
C -4.840 2.467 1.647 0.0011 -0.0007 0.0219 -0.71
Cl -6.547 2.703 1.764 -0.0095 0.0035 -0.0010 0.65
C -4.131 1.914 2.710 0.0141 0.0196 -0.0165 -0.71
Cl -4.969 1.480 4.157 -0.0090 -0.0051 0.0039 0.65
C 1.416 -2.479 5.334 0.0064 -0.0105 0.0100 -0.10
C 0.394 -2.317 4.375 -0.0109 0.0011 -0.0067 -0.09
C 0.388 -1.226 3.551 0.0292 0.0171 0.0116 -0.11
C 1.402 -0.231 3.618 -0.0568 -0.0285 -0.0101 -0.22
C 1.392 0.895 2.726 0.0600 0.0842 -0.0502 -0.17
C 2.459 1.764 2.851 0.0168 -0.0317 0.0454 -0.17
C 3.497 1.597 3.802 0.0072 0.0104 -0.0009 -0.10
C 3.484 0.534 4.653 -0.0020 -0.0137 0.0095 -0.06
C 2.434 -0.415 4.577 -0.0182 -0.0032 -0.0240 -0.18
C 2.410 -1.548 5.429 0.0026 0.0089 0.0016 -0.06
H 1.412 -3.342 5.989 -0.0003 0.0006 0.0000 0.09
H -0.393 -3.057 4.295 -0.0006 0.0013 0.0008 0.10
H -0.399 -1.108 2.816 -0.0133 -0.0136 -0.0132 0.06
H 2.531 2.638 2.210 -0.0127 0.0060 -0.0037 0.03
H 4.299 2.325 3.850 -0.0013 -0.0036 0.0031 0.09
H 4.267 0.394 5.391 0.0028 0.0019 -0.0024 0.10
H 3.204 -1.663 6.159 -0.0012 -0.0027 -0.0013 0.10
C 0.877 -0.531 -4.981 0.0057 0.0085 0.0237 -0.04
C -0.027 -1.462 -4.220 0.0037 0.0212 -0.0305 -0.26
C -1.251 -1.860 -4.743 -0.0286 -0.0208 0.0224 -0.03
C -2.098 -2.696 -4.025 0.0390 0.0312 -0.0124 -0.06
C -1.703 -3.146 -2.778 -0.0007 -0.0330 -0.0495 -0.29
C -0.471 -2.781 -2.247 -0.0331 -0.0550 0.0340 -0.05
C 0.353 -1.938 -2.965 -0.0127 -0.0034 -0.0129 -0.02
S -2.831 -4.070 -1.769 0.0971 -0.0129 -0.0674 0.61
O -2.123 -5.204 -1.248 -0.0211 -0.0171 -0.0023 -0.29
O -4.033 -4.232 -2.539 0.0172 -0.0033 0.0372 -0.30
N -3.159 -3.119 -0.503 -0.0563 0.0597 0.0860 -0.13
C -3.800 -1.812 -0.686 -0.0273 0.0369 0.0235 -0.19
C -2.856 -0.679 -1.079 0.0626 -0.0457 -0.0794 -0.07
C -1.625 -0.549 -0.197 0.1173 0.0694 0.0177 -0.63
O -1.453 -1.291 0.778 -0.0527 -0.0498 0.0193 0.01
O -0.811 0.379 -0.540 0.0579 0.0098 0.0561 -0.18
H 0.384 -0.140 -5.871 0.0002 -0.0001 -0.0020 0.07
H 1.788 -1.043 -5.297 0.0063 -0.0042 0.0049 0.08
H 1.172 0.314 -4.357 -0.0200 0.0012 0.0090 0.07
H -1.561 -1.493 -5.715 0.0033 -0.0018 -0.0017 0.11
H -3.068 -2.979 -4.407 0.0025 -0.0093 -0.0072 0.11
H -0.179 -3.125 -1.262 0.0026 -0.0017 -0.0144 0.12
H 1.295 -1.622 -2.536 0.0390 -0.0019 0.0044 0.09
H -2.396 -3.067 0.167 0.0153 -0.0015 -0.0058 0.10
H -4.279 -1.577 0.264 0.0037 0.0221 0.0053 0.12
H -4.589 -1.928 -1.429 -0.0116 -0.0092 0.0002 0.12
H -3.385 0.276 -1.025 -0.0358 0.0063 0.0273 0.12
H -2.512 -0.768 -2.112 -0.0169 0.0307 0.0473 0.11